The following is a DFT calculation (wB97M-V/def2-TZVPD) of a molecular structure, C31H59F3IN2O3PS at a distorted geometry.

## Properties
- E (eV) = -78607.8136
- highest occupied orbital energy (eV) = -9.52
- frontier orbital gap (eV) = 7.85

Geometry as ORCA input:
```
! RIJCOSX wB97M-V def2-TZVPD def2/J DEFGRID3
* xyz 0 1
O -0.876 -0.198 3.435
P 0.423 -0.793 3.113
O 0.598 -2.245 3.700
O 0.655 -0.876 1.541
C 1.725 0.277 3.753
C 2.135 1.387 3.069
C 3.102 2.285 3.569
C 3.449 3.473 2.688
F 2.934 4.605 3.136
F 4.763 3.638 2.557
F 2.978 3.294 1.443
C 3.688 2.073 4.793
I 5.053 3.344 5.713
C 3.283 0.911 5.510
N 3.763 0.561 6.720
S 3.012 -0.789 7.111
N 2.071 -0.997 5.849
C 2.322 0.023 5.012
H 0.419 -2.245 4.650
H 1.602 -0.786 1.362
H 1.684 1.576 2.109
C -2.702 1.681 0.927
C -1.702 1.049 -0.036
C -1.637 1.751 -1.391
C -2.934 1.733 -2.199
C -3.491 0.344 -2.502
C -2.552 -0.513 -3.346
H -3.722 1.627 0.544
H -2.679 1.166 1.888
H -2.460 2.732 1.103
H -1.939 -0.011 -0.165
H -0.711 1.082 0.419
H -0.832 1.303 -1.984
H -1.345 2.796 -1.234
H -2.759 2.258 -3.144
H -3.699 2.311 -1.673
H -4.438 0.459 -3.036
H -3.727 -0.180 -1.572
H -2.329 -0.022 -4.297
H -3.008 -1.479 -3.569
H -1.609 -0.703 -2.832
C 1.767 6.111 -1.478
C 1.692 6.466 -2.961
C 0.423 7.227 -3.342
C -0.879 6.461 -3.103
C -0.975 5.117 -3.823
C -0.931 5.235 -5.344
H 0.952 5.450 -1.180
H 2.703 5.599 -1.250
H 1.717 7.009 -0.860
H 1.779 5.555 -3.560
H 2.556 7.084 -3.221
H 0.488 7.521 -4.393
H 0.384 8.160 -2.772
H -1.717 7.092 -3.416
H -1.014 6.297 -2.031
H -1.915 4.639 -3.535
H -0.178 4.449 -3.484
H -1.743 5.869 -5.708
H -1.042 4.254 -5.809
H 0.013 5.659 -5.690
C 1.206 -6.798 9.068
C -0.235 -6.525 8.648
C -0.391 -6.237 7.156
C 0.351 -4.995 6.660
C -0.028 -3.695 7.368
C -1.495 -3.309 7.188
H 1.850 -5.935 8.888
H 1.261 -7.030 10.132
H 1.617 -7.647 8.518
H -0.637 -5.695 9.236
H -0.846 -7.396 8.896
H -1.455 -6.145 6.921
H -0.034 -7.102 6.588
H 0.161 -4.885 5.587
H 1.429 -5.150 6.758
H 0.596 -2.892 6.969
H 0.205 -3.761 8.434
H -1.745 -3.201 6.129
H -1.705 -2.356 7.676
H -2.164 -4.054 7.618
C -1.281 -3.863 -5.258
C -0.348 -2.671 -5.455
C -0.705 -1.815 -6.669
C -0.621 -2.537 -8.015
C 0.743 -3.145 -8.335
C 1.862 -2.111 -8.431
H -1.238 -4.554 -6.100
H -1.008 -4.421 -4.361
H -2.315 -3.531 -5.144
H 0.685 -3.023 -5.530
H -0.391 -2.040 -4.564
H -0.055 -0.935 -6.685
H -1.723 -1.432 -6.544
H -0.888 -1.828 -8.805
H -1.377 -3.326 -8.054
H 0.670 -3.674 -9.289
H 1.006 -3.898 -7.588
H 1.636 -1.365 -9.197
H 2.805 -2.588 -8.699
H 2.013 -1.590 -7.485
*
```